28
Properties=species:S:1:pos:R:3:forces:R:3 method="wB97M-V/def2-TZVPD" total_charge=+1 e_tot_ha=-1278.258901 relative_energy_kj_mol=375.7 lumo_energy_ev="-4.6157 / -4.4099" largest_force_ev_per_a=3.62 homo_lumo_gap_ev="7.43 / 6.78"
C -0.07892 3.45467 1.50408 -1.9 -1.0 2.7
C 0.23023 0.71906 -3.37578 -1.8 1.0 -1.1
C 0.22770 2.47081 0.59156 2.0 -0.1 -2.8
C 0.50338 -0.15172 -2.33374 -0.4 -1.3 1.1
C -0.76297 2.99481 2.62201 1.2 0.0 -2.5
C -1.13220 1.21830 -3.34021 2.6 -0.9 0.4
C -0.12407 1.29084 1.09333 -0.8 -2.7 -0.5
C -0.54568 -0.42583 -1.44210 -1.7 2.6 -1.4
C 1.63237 -1.33451 1.24247 0.6 1.1 -1.4
C 0.46145 -1.87919 0.41173 0.1 -2.3 -0.1
C -0.52974 -0.94453 -0.15679 0.4 1.6 1.9
N -1.82018 -0.91993 0.60729 -1.3 -1.3 -3.1
S -1.00781 1.31415 2.56209 0.7 0.1 -0.3
S -1.91828 0.62248 -1.98203 0.0 -1.1 0.8
H 0.10776 4.44959 1.37970 0.6 2.5 -0.3
H 0.92832 0.94793 -4.19702 -0.5 -0.1 0.6
H 0.78979 2.69780 -0.38541 -1.0 -0.7 1.6
H 1.36902 -0.72709 -2.06167 0.9 0.3 -0.8
H -1.07917 3.56217 3.40991 -0.8 1.3 1.9
H -1.71002 1.90347 -3.95185 0.5 -0.2 -0.2
H 2.37201 -2.12405 1.43351 -0.5 0.2 0.3
H 2.15920 -0.57621 0.58344 -0.5 -0.7 0.8
H 1.30235 -0.78828 2.12306 0.1 -0.3 0.2
H 0.92017 -2.39931 -0.47535 -0.5 0.2 0.9
H -0.12573 -2.69234 1.00453 1.0 1.1 -0.9
H -2.34114 -0.03667 0.36608 0.5 -0.8 0.9
H -1.71037 -1.10013 1.60471 0.0 0.3 0.0
H -2.37100 -1.73302 0.15247 0.5 1.3 1.2